A structure of composition C44H42AsIrN2O3S2Si, computed with wB97M-V/def2-TZVPD.

Calculated values
Energy relative to the best compared isomer or geometry (same formula, charge and spin), kcal per mole: 0.0
HOMO-LUMO gap (spin up / spin down), Eh: 0.202 / 0.202
E_LUMO (spin up / spin down), eV: -1.516 / -1.505
HOMO level (spin up / spin down), eV: -7.0 / -7.0

Geometry (Å):
H1 -0.109 -0.830 6.870
H2 -3.151 4.149 1.804
C1 -2.334 -1.745 -1.059
H3 -6.237 -1.112 -4.491
C2 -0.195 -1.252 -3.289
H4 -6.059 0.194 2.361
C3 0.091 5.525 0.724
H5 -2.324 1.371 -0.940
H6 1.102 -1.484 4.819
C4 -3.219 2.017 2.030
H7 0.280 6.030 -0.215
C5 -5.983 2.327 2.150
N1 -1.368 -1.934 0.047
O1 1.937 2.247 1.990
H8 -0.496 3.669 4.061
H9 0.441 5.954 4.063
C6 -0.878 0.937 3.523
C7 2.624 3.622 -1.205
C8 0.098 -0.068 3.566
C9 -5.258 -0.659 -4.577
C10 -4.958 0.142 -5.668
As1 -1.291 1.755 1.824
C11 -1.287 0.670 5.889
H10 0.842 7.132 1.931
C12 -3.032 -0.309 -3.686
Si1 -1.684 -0.544 -2.381
C13 -1.370 -3.007 2.393
C14 -1.568 1.285 4.682
H11 -1.078 -2.235 3.101
C15 -0.291 -2.887 -0.357
H12 0.566 -4.781 0.140
C16 1.033 -0.591 -3.306
H13 1.140 0.355 -2.793
C17 4.076 4.502 0.502
H14 -1.772 0.961 -4.873
C18 2.944 4.652 -2.072
H15 -4.551 -1.502 -2.743
C19 -0.456 4.252 0.725
H16 -2.639 -2.726 -1.453
C20 -0.353 4.200 3.129
C21 -0.678 3.588 1.928
H17 -5.599 4.425 1.929
H18 -5.700 0.310 -6.439
H19 -2.069 -3.671 2.908
C22 0.366 -0.691 4.790
N2 1.622 1.602 -0.472
C23 1.983 -2.301 -4.706
C24 3.196 3.543 0.049
H20 -3.231 -1.276 -0.642
H21 -0.692 3.756 -0.212
C25 0.763 -2.968 -4.707
H22 0.682 -2.395 -0.234
H23 5.049 6.336 -0.015
Ir1 -0.002 0.217 0.185
H24 -1.189 -4.749 0.292
H25 -3.605 -0.078 2.273
H26 -1.828 0.950 6.783
C26 -0.312 -2.445 -4.008
H27 -0.400 -3.120 -1.415
H28 -2.342 2.043 4.627
C27 -2.145 -2.405 1.217
H29 4.511 4.433 1.491
S1 0.993 -0.625 2.174
H30 2.502 4.680 -3.058
H31 3.055 -0.575 -4.017
C28 -4.302 -0.878 -3.594
H32 -7.058 2.447 2.194
H33 4.118 6.431 -2.290
C29 -3.787 3.282 1.927
C30 -0.142 -3.808 1.942
C31 1.649 2.523 -1.477
C32 3.837 5.619 -1.632
H34 -0.012 -4.698 2.560
H35 -1.265 -2.967 -4.029
H36 -0.856 1.768 -1.875
C33 -5.164 3.436 1.998
H37 -2.861 -3.157 0.863
C34 -3.703 0.727 -5.771
C35 -5.421 1.061 2.245
H38 2.823 -2.706 -5.255
C36 0.182 5.479 3.126
C37 -2.752 0.501 -4.789
C38 -1.399 0.973 -1.360
H39 -2.726 -1.551 1.568
C39 -0.276 -4.171 0.468
S2 2.652 2.008 0.763
C40 4.379 5.556 -0.351
O2 0.960 2.507 -2.483
H40 -3.467 1.361 -6.617
C41 -4.047 0.908 2.185
C42 0.410 6.140 1.926
H41 0.753 -3.196 2.051
O3 3.769 1.113 0.836
C43 -0.316 -0.324 5.935
C44 2.113 -1.109 -4.010
H42 0.653 -3.894 -5.258